Record 1
44
Properties=species:S:1:pos:R:3 method="wB97M-V/def2-TZVPD" lumo_energy_ev="-0.077 / -0.056" e_tot_ha=-1291.57983 s2=2.0232 spin_multiplicity=3
Tc 0.67 -0.36 -0.84
F -0.13 0.66 1.93
B 0.88 0.32 1.08
F 2.08 0.65 1.67
O 2.77 -0.46 -1.40
N 3.70 -0.26 -0.49
C 4.34 0.92 -0.46
C 5.32 1.15 0.49
C 5.63 0.17 1.41
C 4.95 -1.04 1.35
C 3.98 -1.23 0.39
H 4.01 1.62 -1.20
H 5.82 2.11 0.49
H 6.39 0.33 2.16
H 5.15 -1.83 2.06
H 3.37 -2.12 0.29
N -1.26 3.41 0.55
C -1.07 4.21 -0.50
N -1.72 5.40 -0.51
N -0.31 3.93 -1.54
C 0.22 2.74 -1.53
N 0.66 1.67 -1.49
H -2.00 3.59 1.20
H -0.89 2.47 0.55
H -2.07 5.79 0.34
H -1.46 6.04 -1.25
C -0.85 -4.09 -0.34
C -2.10 -3.27 -0.26
C -3.35 -3.85 -0.11
C -4.50 -3.08 -0.05
C -4.40 -1.70 -0.14
C -3.18 -1.08 -0.29
C -3.06 0.42 -0.36
C -2.01 -1.86 -0.37
N -0.80 -1.27 -0.56
H -1.08 -5.15 -0.25
H -0.15 -3.82 0.45
H -0.33 -3.92 -1.28
H -3.41 -4.93 -0.04
H -5.47 -3.56 0.07
H -5.30 -1.09 -0.09
H -4.04 0.89 -0.30
H -2.57 0.73 -1.29
H -2.44 0.78 0.46


Record 2
50
Properties=species:S:1:pos:R:3 method="wB97M-V/def2-TZVPD" lumo_energy_ev="1.157 / 0.943" e_tot_ha=-5000.62728 s2=0.7760 spin_multiplicity=2 total_charge=-1
Pt -0.10 0.30 -1.78
Cl 3.95 1.13 -2.00
Ge 1.99 0.88 -2.96
Cl 1.84 2.90 -3.95
Cl 2.55 -0.35 -4.70
O -3.17 1.47 1.67
C -1.98 1.42 1.85
O -1.13 1.03 0.90
C -1.34 1.75 3.21
N 0.08 2.02 3.07
C 0.84 1.36 4.13
C 0.04 0.08 4.35
C -1.42 0.52 4.15
H -1.92 2.58 3.62
H 0.30 3.00 2.96
H -0.22 1.10 1.20
H 0.88 1.95 5.05
H 1.85 1.16 3.79
H 0.21 -0.35 5.33
H 0.33 -0.66 3.60
H -1.86 0.80 5.10
H -2.04 -0.27 3.72
O -1.74 -3.35 -3.38
C -1.14 -2.44 -2.82
O -1.23 -1.19 -3.09
C -0.15 -2.79 -1.72
C 0.23 -1.78 -0.81
C 1.30 -2.04 0.09
C 1.80 -3.34 0.21
C 1.30 -4.32 -0.61
C 0.39 -4.05 -1.63
N 1.75 -5.70 -0.40
O 2.55 -5.91 0.50
O 1.29 -6.56 -1.11
N 1.95 -1.04 0.88
O 2.80 -1.38 1.67
O 1.60 0.12 0.78
H -0.58 -1.01 -0.58
H 2.55 -3.57 0.95
H 0.08 -4.82 -2.33
C -1.30 4.28 -2.15
O -0.99 2.98 -1.62
C -1.10 1.91 -2.37
C -1.64 2.06 -3.74
H -0.67 4.49 -3.01
H -1.08 4.98 -1.35
H -2.36 4.35 -2.42
H -2.63 2.53 -3.72
H -1.71 1.08 -4.21
H -0.97 2.69 -4.32


Record 3
46
Properties=species:S:1:pos:R:3 method="wB97M-V/def2-TZVPD" lumo_energy_ev=2.152 e_tot_ha=-1982.89749 total_charge=-1
C -1.59 1.11 2.47
C -0.25 0.82 1.80
C -0.26 0.51 0.33
C 0.67 1.10 -0.48
C 1.75 2.04 -0.01
C 1.55 3.46 -0.60
C 1.35 4.52 0.46
F 1.11 5.74 -0.19
C 0.69 0.84 -1.81
F 1.64 1.43 -2.55
C -0.17 0.01 -2.40
C -1.08 -0.60 -1.58
C -1.15 -0.38 -0.25
C -2.18 -1.14 0.54
N -1.54 -2.12 1.45
C -2.59 -3.00 1.99
C -1.90 -1.49 -2.47
O -2.83 -2.24 -2.23
N -1.38 -1.37 -3.79
C -0.32 -0.42 -3.82
O 0.30 -0.06 -4.80
H -2.26 1.71 1.86
H -1.42 1.62 3.42
H -2.05 0.17 2.75
H 0.36 1.71 1.95
H 0.29 0.02 2.31
H 1.85 2.04 1.07
H 2.67 1.65 -0.41
H 0.71 3.50 -1.28
H 2.42 3.73 -1.19
H 0.45 4.30 1.04
H 2.22 4.68 1.09
H -2.85 -0.50 1.09
H -2.80 -1.68 -0.18
H -1.00 -2.70 0.81
H -2.70 -3.92 1.40
H -2.31 -3.33 2.99
H -3.56 -2.51 2.03
H -2.06 -1.10 -4.49
F 1.39 -2.74 0.93
P 2.89 -2.60 0.24
F 2.34 -1.09 -0.19
F 3.26 -3.44 1.61
F 4.18 -1.65 0.67
F 2.11 -3.07 -1.14
F 4.04 -3.56 -0.45


Record 4
36
Properties=species:S:1:pos:R:3 method="wB97M-V/def2-TZVPD" smiles="Cc1ccc([C@H](N(C)C)n2ccccc2=O)cc1" lumo_energy_ev=0.709 e_tot_ha=-767.12080
C 3.19 0.04 -0.75
N 1.85 -0.55 -0.70
C 1.53 -1.47 -1.77
C 0.86 0.39 -0.26
C -0.58 0.07 -0.56
C -1.13 -1.20 -0.34
C -2.43 -1.46 -0.77
C -3.21 -0.45 -1.35
C -4.62 -0.74 -1.80
C -2.67 0.83 -1.50
C -1.38 1.10 -1.08
H 3.82 -0.53 -1.44
H 3.14 1.08 -1.12
H 3.65 0.04 0.25
H 2.45 -1.76 -2.29
H 1.09 -2.39 -1.34
H 0.83 -1.04 -2.50
H 1.10 1.34 -0.75
H -0.55 -1.98 0.15
H -2.85 -2.46 -0.65
H -5.06 0.15 -2.26
H -4.65 -1.56 -2.52
H -5.27 -1.02 -0.96
H -3.28 1.61 -1.95
H -0.95 2.10 -1.14
N 1.06 0.62 1.17
C 1.20 1.96 1.59
O 1.17 2.86 0.73
C 1.40 2.14 3.01
C 1.59 1.07 3.84
C 1.52 -0.25 3.33
C 1.21 -0.44 2.00
H 1.43 3.17 3.33
H 1.76 1.24 4.91
H 1.67 -1.11 3.97
H 1.11 -1.41 1.52


Record 5
38
Properties=species:S:1:pos:R:3 method="wB97M-V/def2-TZVPD" smiles=CCCOc1ccc(OCCSc2ncccn2)cc1 lumo_energy_ev=0.685 e_tot_ha=-1240.54851
C 1.30 -8.25 -1.78
C 0.72 -6.92 -2.25
C 0.85 -5.85 -1.17
O 0.28 -4.66 -1.67
C 0.23 -3.56 -0.86
C -0.37 -2.43 -1.40
C -0.48 -1.26 -0.67
C 0.02 -1.19 0.62
C 0.63 -2.32 1.16
C 0.74 -3.49 0.43
H 1.23 -4.34 0.89
H 1.02 -2.27 2.16
O -0.04 -0.10 1.44
C -0.70 1.06 0.97
C -0.65 2.07 2.10
H 0.37 2.40 2.29
H -1.08 1.65 3.01
S -1.65 3.55 1.72
C -0.58 4.41 0.65
N -1.04 5.58 0.21
C -0.25 6.26 -0.59
C 1.01 5.80 -0.95
C 1.39 4.57 -0.43
N 0.60 3.88 0.37
H 2.34 4.12 -0.65
H 1.66 6.37 -1.60
H -0.64 7.21 -0.95
H -1.74 0.83 0.71
H -0.19 1.46 0.09
H -0.96 -0.40 -1.13
H -0.76 -2.48 -2.41
H 0.31 -6.17 -0.26
H 1.90 -5.69 -0.91
H -0.33 -7.03 -2.50
H 1.25 -6.57 -3.14
H 1.21 -8.99 -2.57
H 0.78 -8.61 -0.90
H 2.36 -8.14 -1.54


Record 6
38
Properties=species:S:1:pos:R:3 method="wB97M-V/def2-TZVPD" smiles="CCOC(=O)c1cnc2ccc(C)cc2c1NCCO" lumo_energy_ev=0.000 e_tot_ha=-917.26903
C -2.68 3.52 -3.18
C -3.30 2.10 -3.24
H -4.48 2.08 -3.19
H -2.88 1.44 -4.04
O -2.72 1.29 -2.09
C -1.54 0.82 -1.85
O -0.74 0.92 -2.75
C -1.36 0.04 -0.65
C -0.07 -0.50 -0.32
N 0.92 -0.29 -1.31
C 2.18 -0.27 -0.97
H 2.68 -0.03 -2.01
C 2.89 0.77 -0.19
O 2.25 2.10 -0.43
H 2.53 2.62 0.14
H 3.91 0.84 0.19
H 2.41 0.65 0.87
H 2.86 -1.12 -0.83
H 0.40 0.14 -2.16
C 0.06 -0.95 1.08
C 1.21 -1.88 1.34
C 1.28 -2.31 2.83
C 0.17 -2.14 3.62
C -0.86 -1.37 3.35
C -1.16 -1.14 1.83
N -2.23 -0.28 1.55
C -2.17 0.20 0.32
H -3.46 0.54 0.21
H -1.61 -1.28 3.97
H 0.37 -2.50 4.53
C 2.39 -3.23 3.01
H 2.21 -4.29 3.20
H 2.93 -2.71 3.88
H 3.33 -3.22 2.14
H 2.06 -1.98 0.66
H -3.16 4.01 -2.25
H -1.60 3.26 -3.34
H -3.02 4.13 -3.93